# C25H42Cl2O2P2W

A molecular structure, C25H42Cl2O2P2W in a non-equilibrium geometry (ωB97M-V/def2-TZVPD, the OMol25 dataset).

Each line ends with the Löwdin spin population.
Geometry (Å):
W -0.212 0.692 0.271  0.62
C 1.482 1.119 2.317  0.05
C 0.211 1.786 2.228  -0.01
C -0.136 -0.514 2.283  0.09
C 1.271 -0.277 2.318  0.01
C -0.814 0.771 2.349  0.01
C 2.746 1.788 2.689  0.01
H 2.765 2.843 2.390  0.00
H 3.637 1.292 2.284  0.00
H 2.860 1.753 3.784  0.00
C 2.314 -1.341 2.401  0.04
H 3.140 -1.202 1.683  0.03
H 1.905 -2.336 2.202  0.00
H 2.785 -1.358 3.391  0.00
C -0.776 -1.857 2.398  0.02
H -0.728 -2.206 3.440  0.01
H -0.263 -2.612 1.777  0.00
H -1.837 -1.848 2.108  0.00
C -2.156 1.046 2.974  0.01
H -2.050 1.286 4.046  0.00
H -2.833 0.195 2.904  0.00
H -2.640 1.906 2.500  0.00
C -0.050 3.244 2.481  0.00
H 0.007 3.499 3.555  0.00
H -1.043 3.552 2.143  0.00
H 0.683 3.870 1.961  0.00
C 0.038 0.649 -2.872  0.00
C 0.809 1.706 -2.547  0.00
C 0.339 3.119 -2.370  0.00
C -1.011 3.221 -1.642  0.00
C -1.227 2.052 -0.688  0.03
C -2.235 0.939 -1.026  0.02
C -2.381 0.242 -2.411  0.01
C -1.338 0.638 -3.455  0.00
H 0.294 3.637 -3.353  0.00
H -1.856 3.366 -2.337  0.00
H 1.087 3.676 -1.777  0.00
H -1.659 1.570 -3.941  0.00
H 0.540 -0.313 -2.985  0.00
H 1.885 1.624 -2.741  0.00
H -1.340 -0.134 -4.251  0.00
H -2.268 -0.843 -2.324  0.00
H -3.206 1.431 -0.833  0.00
H -3.414 0.406 -2.784  0.00
H -0.975 4.120 -0.979  0.00
H -1.467 2.495 0.313  0.00
P 3.172 -0.472 -0.576  0.55
C 3.469 -0.956 -2.320  0.09
C 3.275 1.355 -0.654  0.09
P -2.374 -0.498 0.190  0.02
C 1.256 -0.661 -0.485  0.15
C -4.098 -0.190 0.776  0.00
C -2.575 -2.184 -0.476  0.01
H 3.030 -1.942 -2.517  0.00
H 4.555 -1.021 -2.470  0.00
H 3.040 -0.214 -3.029  0.02
H 3.906 1.603 -1.523  0.00
H 3.686 1.770 0.282  0.01
H 2.267 1.788 -0.797  0.01
H -3.301 -2.172 -1.300  0.00
H -2.965 -2.792 0.357  0.00
H -1.620 -2.640 -0.801  0.00
H 1.114 -1.528 0.209  0.03
H 1.019 -1.157 -1.433  0.02
H -4.352 -0.849 1.626  0.00
H -4.765 -0.432 -0.071  0.00
H -4.250 0.852 1.070  0.00
Cl -0.637 -6.458 -1.520  0.00
C 0.889 -5.808 -0.904  0.00
Cl 2.218 -6.026 -2.042  0.00
C 0.704 -4.237 -0.588  0.00
O 1.000 -4.005 0.612  0.02
O 0.315 -3.506 -1.529  0.01
H 1.145 -6.314 0.038  0.00

Properties
* E_tot: -2797.63108 Ha
* gap between HOMO and LUMO (alpha / beta): 5.0 / 3.2 eV
* <S²>: 2.015
* net charge: +2
* LUMO energy (alpha / beta): -7.794 / -9.581 eV
* 2S+1: 3
* HOMO (alpha / beta): -12.83 / -12.79 eV